1.
Computed, not measured: the molecule C16H15N3O3, with wB97M-V/def2-TZVPD.

```
! wB97M-V def2-TZVPD RIJCOSX def2/J DEFGRID3
* xyz 0 1
H -5.074 2.937 -1.737
H -1.199 -1.902 -1.374
N 2.250 -1.404 -1.053
O -1.768 0.841 1.806
C -3.340 0.795 0.045
C 3.887 0.123 -0.077
N -1.673 -0.921 0.403
H -2.611 -2.550 -0.517
H 6.735 0.504 -1.856
H -5.407 -1.670 -0.268
H -2.522 2.695 -0.792
H -0.738 -2.573 1.267
C -0.577 -1.495 1.158
C 6.013 0.637 -1.064
O -5.382 1.133 -0.772
N 1.685 -0.474 0.888
C -4.612 2.172 -1.145
H -2.726 -1.007 -1.391
C 2.627 -0.589 -0.101
H 7.226 2.036 0.010
C 6.289 1.500 -0.013
C 0.731 -1.248 0.489
C -4.613 0.297 -0.046
H 4.583 -0.727 -1.909
H -4.570 -1.364 1.265
C -5.228 -0.934 0.516
O 1.017 -1.844 -0.682
H 3.431 1.114 1.759
H 5.582 2.348 1.821
H -6.186 -0.694 0.974
C 4.817 -0.052 -1.100
C 5.365 1.675 1.005
C -3.351 2.030 -0.666
H -0.550 -1.005 2.134
C -2.198 0.263 0.828
C -2.077 -1.633 -0.784
C 4.165 0.990 0.978
*
```

Results
* orbital gap: 9.36 eV
* HOMO energy: -8.766 eV
* strongest force on any atom: 1.22 eV/A
* structure (SMILES): Cc1occc1C(=O)N(C)Cc1nc(-c2ccccc2)no1
* LUMO energy: 0.59 eV
* relative energy (zero: lowest compared OMol25 entry of this formula, charge and spin): 218.4 kJ/mol

Atomic partial charges in e from the Löwdin method, atoms 1 to 2:
1 H 0.12
2 H 0.09

2.
Computed, not measured: a structure of composition C16H15N6O7SSeV, with wB97M-V/def2-TZVPD.

```
! wB97M-V def2-TZVPD RIJCOSX def2/J DEFGRID3
* xyz 1 2
O 1.206 1.300 4.610
S -2.042 0.286 -1.218
C -2.963 -1.813 1.981
O -0.440 4.666 0.141
O 0.105 0.909 1.743
C 3.330 1.414 3.381
C -2.647 -0.747 -0.040
V 0.227 1.074 -0.395
C 1.266 1.174 2.187
Se -0.123 -2.500 -3.966
C 1.802 1.291 3.569
C 1.086 -1.652 0.541
N 0.200 -3.730 -2.794
O -0.543 2.506 -0.384
H -2.348 -2.613 2.398
N -3.695 -1.555 -0.219
H 1.537 -3.476 1.556
C -0.230 3.746 -0.592
C 0.268 2.700 -2.872
O 4.147 1.361 4.247
O 1.948 1.254 0.012
N 0.846 1.463 -2.338
H 0.200 4.820 -2.405
C 0.427 -1.735 -1.621
H 1.579 3.970 -1.696
C 3.607 1.509 1.868
H -1.464 -0.276 1.590
H -0.811 2.549 -2.995
C -4.001 -2.335 0.966
H 1.365 -1.066 1.407
H 1.870 1.536 -2.353
H 0.906 -4.921 -0.410
H -3.431 -1.267 2.802
O 4.682 1.656 1.345
C 2.299 1.336 1.251
C 0.515 3.883 -1.942
N 0.121 -1.212 -2.805
H 0.706 2.919 -3.853
C 0.868 -3.844 -0.443
C 1.197 -3.049 0.625
N -2.141 -0.915 1.183
C 0.491 -3.178 -1.623
H -4.260 -1.551 -1.050
H 0.570 0.664 -2.925
H -5.028 -2.160 1.291
H -3.878 -3.404 0.768
N 0.677 -0.985 -0.525
*
```

Results
* orbital gap (alpha / beta): 6.12 / 6.18 eV
* HOMO energy (alpha / beta): -11.390 / -11.398 eV
* strongest force on any atom: 4.41 eV/A
* expectation value of S²: 0.78
* LUMO energy (alpha / beta): -5.27 / -5.22 eV

Atomic partial charges in e from the Löwdin method, atoms 1 to 2:
1 O 0.18
2 S 0.82

3.
Computed, not measured: the molecule C16H15NO2, with wB97M-V/def2-TZVPD.

```
! wB97M-V def2-TZVPD RIJCOSX def2/J DEFGRID3
* xyz 0 1
O -0.069 -3.874 -3.333
H 0.676 -1.719 -4.479
C 0.232 3.453 1.826
H -1.738 3.066 5.724
C 0.180 -2.716 -2.664
H -1.202 0.082 0.588
C -0.588 -5.034 -2.598
H -1.921 0.941 2.748
C 1.173 1.005 -0.819
H 1.115 0.475 -3.412
C 0.894 -0.425 -2.822
H -0.344 -3.421 -0.670
H 1.524 3.403 0.101
C 0.558 -1.598 -3.429
N 3.782 1.325 -1.163
H -2.706 2.184 4.503
C 0.006 -2.560 -1.282
H 0.101 -5.362 -1.800
H -0.662 -5.801 -3.369
O -0.980 3.205 3.862
H 0.176 -1.299 0.426
C 0.863 -0.301 -1.399
C 0.347 -1.376 -0.632
C -1.695 2.417 4.852
H 1.160 1.944 -1.659
C 2.604 1.360 -1.040
C -0.693 0.944 0.978
H -1.581 -4.826 -2.169
C -1.176 1.500 2.157
C 0.785 2.865 0.728
C -0.672 2.714 2.639
H 0.550 4.413 2.166
C 0.459 1.517 0.355
H -1.158 1.498 5.086
*
```

Results
* orbital gap: 8.70 eV
* HOMO energy: -8.140 eV
* strongest force on any atom: 5.29 eV/A
* structure (SMILES): COc1ccc(C(C#N)c2ccc(OC)cc2)cc1
* LUMO energy: 0.56 eV
* relative energy (zero: lowest compared OMol25 entry of this formula, charge and spin): 416.2 kJ/mol

Atomic partial charges in e from the Löwdin method, atoms 1 to 2:
1 O -0.09
2 H 0.11

4.
Computed, not measured: a structure of composition C16H16AsBr4F6N3O2SiTl, with wB97M-V/def2-TZVPD.

```
! wB97M-V def2-TZVPD RIJCOSX def2/J DEFGRID3
* xyz 0 2
H -3.911 -0.538 -0.226
C -3.030 2.830 -0.214
H -2.064 1.874 2.746
C 1.495 4.165 0.621
Br -1.700 -4.629 -2.321
F 3.892 1.068 -4.045
H -2.622 3.178 -1.164
C -2.725 -4.735 0.349
H -0.608 3.869 0.257
Br -4.031 -5.126 2.870
C 2.787 -2.006 -0.140
F 1.382 -0.750 -2.351
C -1.969 -3.327 2.178
N 3.433 -2.466 -0.966
C -2.445 1.000 2.211
H 4.844 1.798 0.237
H 3.964 -2.758 -1.769
Si -2.232 1.216 0.349
H 1.422 5.244 0.660
N -0.506 1.155 0.041
H 3.968 0.374 0.808
C -0.951 -3.119 -0.073
Br -3.866 -6.082 -0.279
C 2.809 2.171 0.732
H -2.283 -1.051 -0.691
As 2.656 0.191 -3.254
C 0.360 3.419 0.408
O -0.132 -2.550 -0.852
H -4.100 2.664 -0.355
H -3.491 0.865 2.495
H 4.471 1.631 1.956
N 1.698 1.459 0.519
C 2.736 3.551 0.782
C -1.016 -2.700 1.336
C 0.479 2.015 0.324
F 1.709 1.598 -2.971
Br -2.025 -2.727 3.960
F 3.423 0.404 -1.694
C -2.798 -4.321 1.712
C -1.828 -4.142 -0.510
H -1.885 0.131 2.563
F 1.831 -0.190 -4.701
H -3.151 0.113 -1.681
Tl 0.840 -0.649 0.003
C -2.964 -0.200 -0.652
H -2.916 3.621 0.529
C 4.099 1.444 0.948
O -0.239 -1.793 1.747
H 3.636 4.127 0.945
F 3.556 -1.314 -3.377
*
```

Results
* orbital gap (alpha / beta): 7.03 / 5.84 eV
* HOMO energy (alpha / beta): -8.488 / -8.491 eV
* strongest force on any atom: 0.94 eV/A
* expectation value of S²: 0.77
* LUMO energy (alpha / beta): -1.46 / -2.65 eV
* relative energy (zero: lowest compared OMol25 entry of this formula, charge and spin): 0.0 kJ/mol

Atomic partial charges in e from the Löwdin method, atoms 1 to 2:
1 H 0.04
2 C -0.18

5.
Computed, not measured: a structure of composition C16H16AuN5S, with wB97M-V/def2-TZVPD.

```
! wB97M-V def2-TZVPD RIJCOSX def2/J DEFGRID3
* xyz 2 1
N -3.343 -1.558 -1.549
H 2.834 0.840 -0.605
C 1.318 -2.829 -1.447
H -2.116 -1.186 2.711
C -1.664 -0.258 3.053
H -3.441 -1.747 -2.537
H 2.023 -0.075 -4.090
C 1.047 4.094 2.705
H -2.911 -0.971 0.837
N -2.244 -0.537 0.199
C -0.142 2.205 3.556
H -4.049 -1.937 -0.932
C 1.776 -1.607 -1.044
C 2.262 0.770 -1.521
C 0.919 3.535 1.438
C -0.281 1.732 2.252
H 1.326 4.031 0.567
C 1.797 -0.838 -3.360
H 2.520 1.501 -2.276
C 1.074 -3.065 -2.817
C 0.483 -4.278 -3.214
N -1.375 0.376 0.689
C -2.365 -0.770 -1.129
H 0.670 3.755 4.794
C 1.359 -2.068 -3.771
H -0.577 1.679 4.388
H 1.222 -2.288 -4.818
Au 0.183 1.256 -0.738
S -1.279 -0.138 -2.269
C 0.545 3.390 3.786
H 1.148 -3.622 -0.733
H 1.975 -1.413 -0.001
H -2.411 0.295 3.624
C -1.127 0.570 1.937
N -0.112 -5.215 -3.499
N 0.299 2.389 1.229
C 1.976 -0.547 -1.980
H 1.537 5.046 2.828
H -0.855 -0.521 3.734
*
```

Results
* orbital gap (alpha / beta): 5.88 / 5.87 eV
* HOMO energy (alpha / beta): -14.977 / -14.962 eV
* strongest force on any atom: 1.48 eV/A
* LUMO energy (alpha / beta): -9.10 / -9.09 eV
* relative energy (zero: lowest compared OMol25 entry of this formula, charge and spin): 96.4 kJ/mol

Atomic partial charges in e from the Löwdin method, atoms 1 to 2:
1 N 0.15
2 H 0.09

6.
Computed, not measured: a structure of composition C16H16BrFeN5O2S4Sb, with wB97M-V/def2-TZVPD.

```
! wB97M-V def2-TZVPD RIJCOSX def2/J DEFGRID3
* xyz -2 2
H 2.626 -1.747 -0.592
H 4.854 -1.176 -1.563
O 0.086 -2.063 -0.287
N 2.086 0.196 -0.275
C 1.768 3.772 0.746
C 3.628 1.899 -0.886
C -0.748 1.523 2.424
N -1.680 1.888 3.372
C 0.674 -3.006 0.300
H 1.572 3.843 1.816
H -1.548 -3.651 -1.221
Br 0.856 -8.330 0.950
Sb -2.257 -0.119 -2.097
N -1.607 -5.719 -1.059
S 0.028 0.329 -2.341
H -1.277 4.535 2.757
H -1.479 -7.762 -0.770
C 2.947 -0.722 -0.705
N -0.488 2.394 1.478
C 2.416 1.495 -0.348
S 0.014 -0.036 2.562
S -2.304 -0.217 0.222
C -2.168 4.321 3.346
H 1.123 4.504 0.255
O 1.692 -2.980 1.012
H 1.546 -5.377 1.153
H -2.936 5.063 3.102
H 3.860 2.953 -0.961
H -3.565 2.701 3.605
C 0.072 -4.369 -0.001
C 0.098 -6.721 0.251
H -2.038 1.074 3.842
C -1.064 -4.524 -0.793
Fe 0.117 -0.079 0.070
S -3.040 -1.950 -3.251
H -1.917 4.413 4.407
C 1.443 2.387 0.275
H 2.810 4.032 0.555
C -2.660 2.913 3.032
C -1.031 -6.800 -0.544
C 0.667 -5.496 0.534
C 4.185 -0.392 -1.235
C 4.523 0.944 -1.339
N 0.352 1.797 0.576
H 5.472 1.242 -1.770
H -2.909 2.837 1.970
*
```

Results
* orbital gap (alpha / beta): 4.75 / 5.58 eV
* HOMO energy (alpha / beta): -0.819 / -1.654 eV
* strongest force on any atom: 0.47 eV/A
* expectation value of S²: 0.76
* LUMO energy (alpha / beta): 3.93 / 3.93 eV
* relative energy (zero: lowest compared OMol25 entry of this formula, charge and spin): 66.5 kJ/mol

Atomic partial charges in e from the Löwdin method, atoms 1 to 2:
1 H 0.10
2 H 0.10

> Which of these has the highest strongest force on any atom?

C16H15NO2